No. 1
{
  "formula": "C5H13O5",
  "method": "ωB97M-V/def2-TZVPD",
  "lumo_ev": [0.642, -0.855],
  "homo_lumo_gap_ev": [10.01, 8.51],
  "s_squared": 0.75,
  "homo_ev": [-9.3705, -9.3691],
  "spin_multiplicity": 2,
  "symbols": ["H", "O", "C", "C", "O", "C", "C", "O", "C", "H", "H", "H", "H", "H", "H", "H", "H", "H", "H", "H", "O", "H", "O"],
  "xyz": [[1.911489, 3.137549, -0.439347], [1.226897, 2.467139, -0.514736], [1.893274, 1.125168, -0.548284], [0.826301, 0.065067, -0.686487], [0.502251, -0.470671, 0.575625], [-0.541759, -1.418081, 0.579948], [-1.913634, -0.806273, 0.796877], [-2.462785, -0.261223, -0.382696], [-3.638331, 0.489971, -0.195894], [2.383823, 1.027990, 0.434705], [2.481644, 1.115278, -1.481760], [1.202043, -0.728660, -1.356678], [-0.064967, 0.496545, -1.172153], [-0.347956, -2.119590, 1.406264], [-0.537699, -1.998238, -0.358827], [-1.853379, -0.035363, 1.583232], [-2.587699, -1.599560, 1.159365], [-3.902110, 0.936303, -1.162448], [-4.470767, -0.152372, 0.137606], [-3.495509, 1.294862, 0.542846], [4.307340, -1.203835, 0.623352], [5.044192, -0.690814, 1.003356], [4.037338, -0.671201, -0.543872]],
  "forces_ev_per_angstrom": [[0.08, -0.09, 0.02], [0.23, -1.30, -0.03], [-1.26, 1.90, -0.10], [-0.31, -0.05, -0.58], [0.11, 0.01, 0.39], [-0.11, -0.07, -0.30], [-0.51, -0.10, 0.37], [0.51, 0.13, -0.38], [-0.14, -0.03, 0.09], [0.38, -0.30, -0.81], [0.37, -0.12, 0.85], [-0.05, 0.04, 0.27], [0.25, 0.01, 0.14], [-0.01, 0.27, -0.19], [-0.05, 0.08, 0.19], [0.08, -0.11, -0.13], [0.05, 0.03, 0.08], [0.10, -0.14, 0.26], [0.14, 0.13, -0.02], [0.01, -0.15, -0.13], [-0.08, -0.23, 0.20], [0.02, 0.09, -0.11], [0.20, -0.01, -0.09]],
  "nbo_charge": [0.4610, -0.7485, -0.0919, -0.0971, -0.5406, -0.0803, -0.0877, -0.5474, -0.2444, 0.1917, 0.1842, 0.1686, 0.2010, 0.1906, 0.1773, 0.1753, 0.1601, 0.1952, 0.1619, 0.1680, -0.3085, 0.4582, -0.1468]
}

=====

No. 2
{
  "formula": "C5H12N2O",
  "method": "ωB97M-V/def2-TZVPD",
  "smiles": "CC(C)[C@H](N)C(N)=O",
  "lumo_ev": 0.863,
  "homo_lumo_gap_ev": 10.32,
  "relative_energy_kj_mol": 47.5,
  "homo_ev": -9.4538,
  "symbols": ["C", "C", "C", "C", "N", "C", "N", "O", "H", "H", "H", "H", "H", "H", "H", "H", "H", "H", "H", "H"],
  "xyz": [[-1.000387, 1.269896, -1.408846], [-1.194994, 0.586217, -0.061743], [-0.960314, 1.546821, 1.100311], [-0.414422, -0.751594, 0.018693], [-0.669948, -1.452505, 1.282862], [1.095313, -0.529467, -0.143520], [1.585174, -0.529977, -1.416688], [1.830154, -0.412619, 0.814317], [0.011441, 1.664327, -1.557891], [-1.657478, 2.130498, -1.504832], [-1.302684, 0.645848, -2.247337], [-2.229175, 0.248844, -0.001295], [0.066919, 1.861716, 1.240920], [-1.620097, 2.417866, 0.946529], [-1.397574, 1.162099, 2.016944], [-0.765625, -1.422670, -0.778878], [-1.090590, -0.809326, 1.944670], [0.226822, -1.655367, 1.722227], [0.980946, -0.370674, -2.202763], [2.518669, -0.160932, -1.501495]],
  "forces_ev_per_angstrom": [[-0.22, 0.50, -0.14], [0.18, -0.46, -0.26], [-1.16, 0.31, -0.15], [0.24, -0.20, 0.49], [0.16, 0.30, 0.20], [-0.27, -0.18, -0.14], [0.14, 0.24, -0.05], [0.13, 0.08, 0.18], [-0.09, -0.25, 0.04], [-0.13, 0.21, 0.24], [0.30, -0.35, -0.08], [-0.27, 0.15, -0.03], [0.14, -0.03, 0.03], [0.55, 0.01, -0.25], [0.47, -0.31, 0.33], [0.14, 0.38, -0.15], [-0.14, -0.08, -0.10], [-0.08, -0.11, -0.17], [-0.16, -0.10, 0.04], [0.09, -0.10, -0.05]],
  "nbo_charge": [-0.6195, -0.2165, -0.6181, -0.1428, -0.8219, 0.6644, -0.8199, -0.6220, 0.2059, 0.2182, 0.2069, 0.2080, 0.2237, 0.2132, 0.2064, 0.1944, 0.3513, 0.3791, 0.3917, 0.3976]
}

=====

No. 3
{
  "formula": "C4H12OSi2",
  "method": "ωB97M-V/def2-TZVPD",
  "smiles": "C=C[Si](=O)[SiH3].CC",
  "lumo_ev": -0.598,
  "homo_lumo_gap_ev": 9.33,
  "relative_energy_kj_mol": 426.2,
  "homo_ev": -9.9261,
  "symbols": ["C", "C", "Si", "O", "Si", "H", "H", "H", "H", "H", "H", "C", "C", "H", "H", "H", "H", "H", "H"],
  "xyz": [[-2.870445, -2.365467, -0.450347], [-2.492924, -1.175244, -0.858498], [-1.979001, 0.110156, 0.431525], [-1.740188, -0.339217, 1.831769], [-1.785304, 2.325812, -0.260981], [-3.207365, -3.083197, -1.203651], [-3.064101, -2.508879, 0.543995], [-2.520889, -1.082441, -1.858624], [-2.564667, 2.857472, -1.442629], [-2.581075, 2.882575, 0.898137], [-0.266358, 2.913412, -0.230605], [3.738299, 0.049750, 0.839266], [2.576983, -0.152586, -0.198975], [3.371538, -0.465288, 1.743433], [4.525378, -0.580024, 0.590152], [3.982913, 1.020092, 1.082112], [1.522698, -0.121189, 0.334121], [2.740343, 0.679945, -0.951467], [2.614157, -0.965689, -0.838732]],
  "forces_ev_per_angstrom": [[-0.86, -0.22, -1.91], [0.61, 0.83, 3.09], [-0.42, -0.46, -3.03], [0.32, -0.32, 1.97], [0.87, 1.63, 0.58], [0.21, -0.13, 0.48], [-0.07, -1.00, 2.47], [0.33, 1.05, -3.50], [0.50, -0.57, 0.20], [0.47, 0.03, -0.29], [-1.91, -0.83, -0.08], [-3.45, -3.36, 0.31], [-0.75, 3.75, 1.23], [0.18, 0.53, 0.13], [1.98, -0.53, -0.79], [0.55, 2.08, 0.16], [2.09, 0.21, -1.31], [-0.97, -0.48, 0.85], [0.33, -2.20, -0.57]],
  "nbo_charge": [-0.2714, -0.7153, 1.6186, -1.1531, 0.2040, 0.1928, 0.1994, 0.2079, -0.1029, -0.1081, -0.0734, -0.6083, -0.6069, 0.2021, 0.2059, 0.2066, 0.1998, 0.1975, 0.2048]
}

=====

No. 4
{
  "formula": "C2H9N3",
  "method": "ωB97M-V/def2-TZVPD",
  "smiles": "C=N.NCN",
  "lumo_ev": 1.003,
  "homo_lumo_gap_ev": 9.40,
  "relative_energy_kj_mol": 139.8,
  "homo_ev": -8.4000,
  "symbols": ["C", "N", "H", "H", "H", "N", "C", "N", "H", "H", "H", "H", "H", "H"],
  "xyz": [[-1.868210, 0.741599, 1.784147], [-1.435999, 1.406252, 0.798613], [-1.508961, -0.252632, 1.941752], [-2.511509, 1.155053, 2.542023], [-1.883013, 2.287862, 0.547758], [0.368934, -0.043969, -1.684580], [1.547676, -0.528240, -0.994780], [1.380642, -1.401415, 0.151356], [-0.228270, -0.645723, -2.227235], [-0.209935, 0.526816, -1.080433], [2.133271, -1.139140, -1.704673], [2.157445, 0.332255, -0.686950], [1.304957, -0.928493, 1.041790], [0.613515, -2.051399, 0.053247]],
  "forces_ev_per_angstrom": [[0.31, 1.44, -0.44], [-0.07, -0.97, -0.90], [0.43, -0.59, 0.13], [-0.71, 0.04, 0.22], [0.06, 0.10, 0.95], [-0.01, 1.06, 0.31], [-0.03, -0.85, -0.82], [0.10, -0.13, 0.74], [0.44, -0.57, 0.14], [-0.02, -0.03, 0.07], [-0.13, 0.58, -0.04], [-0.18, -0.26, -0.10], [-0.18, 0.13, -0.15], [-0.01, 0.05, -0.10]],
  "nbo_charge": [-0.0248, -0.6261, 0.1600, 0.1461, 0.3496, -0.8814, -0.0535, -0.8643, 0.3599, 0.3796, 0.1682, 0.1799, 0.3536, 0.3531]
}